16
Properties=species:S:1:pos:R:3:forces:R:3:nbo_charge:R:1 method="wB97M-V/def2-TZVPD" fmax_ev_per_a=5.03 spin_multiplicity=2 e_above_lowest_kcal_mol=70.5 charge=+1 total_energy_ha=-362.6476 s_squared=0.778 homo_lumo_gap_ev="11.64 / 6.74"
C 0.620247 1.780176 -1.218507 0.4 -3.0 0.2 -0.729
C -0.831455 1.309376 -0.818104 -0.2 3.4 -2.3 0.618
N -0.908161 0.227105 0.144934 -0.3 0.5 -0.4 -0.179
C 0.052937 -0.312643 1.227033 -2.2 3.6 0.7 -0.259
C 0.124058 -1.710342 0.969449 1.3 -2.7 -2.8 -0.120
O 0.803331 -1.778399 -0.372695 -0.8 0.1 1.4 -0.723
O -1.861772 1.950412 -1.189057 3.0 -3.5 2.0 -0.353
H 0.773778 2.262190 -2.252084 -0.9 -0.5 1.9 0.303
H 1.365166 0.797484 -1.182070 -1.9 2.7 0.1 0.262
H 0.760467 2.439236 -0.341330 0.9 0.1 -0.7 0.258
H -1.787570 -0.287586 -0.028986 0.2 0.1 0.6 0.433
H -0.405040 -0.022400 2.214052 -0.1 -0.5 -0.8 0.284
H 0.950060 0.266533 1.233028 0.8 0.1 -0.6 0.264
H 0.778189 -2.276729 1.683408 -1.3 0.3 -0.3 0.257
H -0.900779 -2.048456 0.684449 0.7 -0.6 1.5 0.196
H 0.466542 -2.595958 -0.753520 0.4 -0.1 -0.3 0.489

17
Properties=species:S:1:pos:R:3:forces:R:3:nbo_charge:R:1 method="wB97M-V/def2-TZVPD" fmax_ev_per_a=7.12 e_above_lowest_kcal_mol=240.6 charge=0 total_energy_ha=-760.8800 homo_lumo_gap_ev=3.84
C -0.300566 0.008655 0.312303 3.1 -1.7 0.6 -0.344
N -0.721102 1.230774 -0.531159 1.2 -1.5 2.5 -0.642
C -1.268088 1.577852 0.803441 0.8 5.3 3.1 0.515
O -0.798130 2.155562 1.878721 -2.2 -3.0 -6.1 -0.566
O -1.544038 -2.557566 0.833569 0.6 0.3 -0.3 -1.015
C 0.496063 -0.984137 -0.497132 -0.9 0.7 -3.6 -0.545
C 1.694894 -0.261677 -1.079819 -2.5 -0.1 0.9 0.020
S 2.478258 1.126464 -0.333350 0.5 -0.1 1.0 0.034
H 0.536460 0.222248 1.018138 -1.1 1.0 0.2 0.202
H -1.026202 -0.548581 0.917441 -0.5 0.0 -0.6 0.344
H 0.218398 1.527393 -0.879196 -1.4 0.7 1.1 0.343
H -2.314211 1.323898 0.575971 -0.1 -0.1 1.4 0.166
H 0.653054 -1.936410 0.043645 -0.2 -0.3 0.5 0.362
H -0.294962 -1.338965 -1.313889 2.1 0.2 0.8 0.313
H -1.757642 -3.396551 1.264575 0.1 0.2 0.0 0.428
H 2.037903 -0.359032 -2.073210 0.2 -0.9 -1.0 0.203
H 1.909912 2.210073 -0.940051 0.3 -0.6 -0.4 0.181

17
Properties=species:S:1:pos:R:3:forces:R:3:nbo_charge:R:1 method="wB97M-V/def2-TZVPD" fmax_ev_per_a=3.91 e_above_lowest_kcal_mol=156.6 charge=0 total_energy_ha=-761.0138 homo_lumo_gap_ev=8.27
C -0.957932 0.041895 -0.099152 0.3 0.7 -0.4 -0.164
C -1.416318 1.386579 -0.567735 0.8 0.0 -0.9 -0.182
C 0.201648 -2.075406 1.280659 -3.2 -2.2 -0.1 -0.037
C 1.481094 1.230528 1.231993 -0.9 2.1 -3.1 -0.798
N 1.036501 -1.193681 1.134062 2.7 1.1 1.2 -0.629
O -0.077339 -0.970371 -2.587737 0.6 0.5 -0.3 -0.934
O -1.316766 1.071596 0.788511 -0.3 0.5 1.3 -0.542
S 0.947951 0.028667 -0.013016 0.0 -0.3 -1.0 0.850
H -0.800963 2.171861 -1.054091 0.1 -0.5 0.9 0.165
H -2.417186 1.453258 -0.876697 -1.3 0.0 -0.7 0.173
H -0.642355 -1.705363 -2.402152 -0.6 -0.6 0.4 0.473
H 0.198170 -2.707460 2.227863 0.3 0.6 -1.5 0.188
H -0.638253 -2.091053 0.525144 0.4 -0.5 1.1 0.200
H 2.152004 1.994135 0.724334 -0.3 -1.3 0.9 0.229
H 0.504191 1.777193 1.353445 0.9 -0.7 1.2 0.265
H 1.867684 0.472403 1.873014 0.5 0.6 1.5 0.273
H -0.122130 -0.884784 -3.538443 0.1 0.1 -0.4 0.469

17
Properties=species:S:1:pos:R:3:forces:R:3:nbo_charge:R:1 method="wB97M-V/def2-TZVPD" fmax_ev_per_a=4.82 e_above_lowest_kcal_mol=110.0 charge=0 total_energy_ha=-761.0882 homo_lumo_gap_ev=8.66
C -0.925255 -0.857253 -0.761354 1.8 1.5 1.0 -0.585
C -1.195089 1.656686 0.266671 3.3 -3.3 1.3 -0.727
C 0.588208 -0.733072 -0.357029 -1.5 2.7 2.0 -0.137
C 0.858116 0.823858 -0.566095 -1.4 -0.1 -0.3 0.251
N 0.714064 -1.022495 1.136228 1.2 -0.5 -1.6 -0.867
O -3.341776 0.126247 -0.257028 -1.1 -0.1 -0.4 -0.979
O 1.926570 1.410291 0.002289 0.5 -0.8 1.5 -0.686
S -2.061491 0.065892 0.449759 2.1 0.8 -0.7 1.210
H -1.151563 -0.449603 -1.738156 -0.2 -0.2 -0.2 0.232
H -1.131591 -1.850872 -0.578757 -1.1 -2.3 -0.4 0.213
H -0.916700 2.071553 1.240727 -0.1 -0.1 -0.2 0.208
H -1.650860 2.342692 -0.350349 -1.0 1.2 -1.7 0.210
H 1.362018 -1.339790 -0.871714 -0.8 0.4 -0.1 0.228
H 0.784227 1.163493 -1.654297 -0.1 -0.4 1.7 0.193
H -0.130915 -0.821199 1.640261 -0.4 0.2 0.0 0.361
H 0.885570 -2.024422 1.259097 0.0 0.5 0.0 0.368
H 2.229676 0.963872 0.866544 -1.2 0.5 -1.8 0.505

18
Properties=species:S:1:pos:R:3:forces:R:3:nbo_charge:R:1 method="wB97M-V/def2-TZVPD" fmax_ev_per_a=4.42 e_above_lowest_kcal_mol=145.0 charge=0 total_energy_ha=-1159.1847 homo_lumo_gap_ev="7.22 / 6.42"
C -1.103544 0.135050 2.160836 -3.3 1.4 -2.5 -0.837
C 1.657934 2.231404 0.106906 -0.4 1.6 3.8 -0.760
C 0.423961 -1.197696 -2.615870 -0.1 -1.1 1.4 -0.660
C 1.751663 -0.439009 -0.342887 -1.2 0.3 -2.0 -0.387
N 2.179557 -1.722031 -0.057604 -1.1 -1.0 -0.8 0.446
O 1.860096 -2.653415 -0.839492 0.6 0.3 0.7 -0.452
O 2.784045 -1.887264 0.990797 0.4 -0.1 0.2 -0.401
S 2.216535 0.655410 0.826126 0.9 2.1 2.2 0.404
S 0.769060 0.112208 -1.659669 0.7 -1.1 0.1 0.603
H -1.407297 -0.241295 1.137667 0.4 0.6 1.2 0.206
H -1.808800 -0.156435 2.878077 -1.2 -0.8 0.9 0.213
H -0.212773 -0.189257 2.445565 4.0 -1.6 1.0 0.210
H 0.610846 2.172890 -0.081360 -0.8 0.1 -0.2 0.220
H 2.183719 2.388515 -0.758982 1.2 0.7 -2.2 0.216
H 1.804379 3.196411 0.854931 -0.1 -2.9 -1.7 0.256
H -0.255570 -1.086408 -3.450485 0.2 0.2 0.1 0.232
H -1.098164 1.212435 2.251179 0.0 0.4 -0.6 0.205
H 0.651530 -2.150206 -2.050980 -0.3 0.9 -1.5 0.286

17
Properties=species:S:1:pos:R:3:forces:R:3:nbo_charge:R:1 method="wB97M-V/def2-TZVPD" fmax_ev_per_a=2.04 spin_multiplicity=2 e_above_lowest_kcal_mol=142.6 charge=-1 total_energy_ha=-438.0720 s_squared=0.766 homo_lumo_gap_ev="6.74 / 5.27"
O -2.859561 1.830497 -0.442452 0.1 -0.1 -0.1 -1.304
C 2.036944 0.858603 0.202645 1.7 1.0 0.6 0.149
N 1.991888 0.332575 -0.955701 -1.3 0.2 0.7 -0.548
C 0.714446 -0.453522 -0.478816 -1.0 -1.6 -0.9 -0.120
C 0.901475 -1.619277 0.555325 0.5 0.3 0.3 -0.144
O 0.466403 -1.324670 1.797581 0.2 0.0 0.1 -0.355
C -0.535197 0.393624 -0.204339 0.8 0.7 0.2 -0.071
O -1.644560 -0.346767 -0.556090 0.0 -0.1 0.2 -0.793
H 1.739852 1.878373 0.519389 0.1 0.3 -0.7 0.144
H 2.578541 0.392153 1.062154 -0.9 -0.7 0.2 0.117
H 0.396578 -0.976488 -1.378728 0.5 0.1 -0.5 0.252
H 0.283493 -2.441029 0.159718 -0.3 0.1 0.1 0.234
H 1.944127 -1.981222 0.557205 0.0 0.1 -0.2 0.143
H -3.726979 2.187868 -0.243449 -0.1 -0.2 0.0 0.417
H -0.525127 0.773565 0.832678 -0.2 -0.4 0.2 0.156
H -0.458827 1.323042 -0.779149 0.0 -0.1 -0.3 0.188
H -2.377753 0.387578 -0.582449 -0.2 0.4 0.2 0.535

17
Properties=species:S:1:pos:R:3:forces:R:3:nbo_charge:R:1 method="wB97M-V/def2-TZVPD" fmax_ev_per_a=2.18 smiles="CC(=O)[C@@H](N)C(O)O" e_above_lowest_kcal_mol=33.4 charge=0 total_energy_ha=-438.2759 homo_lumo_gap_ev=10.18
C 1.197174 -1.798129 -0.564591 -0.4 0.0 -0.5 -0.729
C 1.122917 -0.296420 -0.685889 1.3 0.5 -1.3 0.597
O 1.722585 0.296825 -1.587159 -1.2 -0.9 1.6 -0.546
H -1.360274 -0.365522 -0.771846 0.1 -0.3 0.3 0.153
H 1.395919 -2.232044 -1.548266 0.2 0.1 0.2 0.241
H 0.248751 -2.202276 -0.203242 0.1 0.0 0.2 0.231
H 1.998000 -2.066656 0.127873 -0.1 0.0 0.0 0.247
C -1.183572 0.158767 0.173594 -0.6 0.3 0.9 0.365
N 0.676489 1.896503 0.357965 -0.7 -0.4 -0.6 -0.831
C 0.329743 0.451121 0.392235 0.6 1.5 -0.7 -0.206
O -1.705261 -0.625534 1.227351 0.5 -0.3 -0.1 -0.717
O -1.951955 1.351142 0.148482 0.2 -0.1 -0.5 -0.729
H -1.500351 -0.132006 2.042092 -0.2 -0.3 -0.3 0.474
H -2.844474 1.069162 -0.117457 0.4 0.3 0.2 0.486
H -0.167717 2.395498 0.053473 0.5 -0.1 0.3 0.379
H 1.351321 2.037992 -0.402892 -0.2 -0.2 0.3 0.380
H 0.670705 0.061578 1.358278 -0.4 -0.3 0.0 0.207

17
Properties=species:S:1:pos:R:3:forces:R:3:nbo_charge:R:1 method="wB97M-V/def2-TZVPD" fmax_ev_per_a=0.83 smiles="C=[N+]([O-])O.CCC=O" e_above_lowest_kcal_mol=115.3 charge=0 total_energy_ha=-438.1454 homo_lumo_gap_ev=9.93
C -1.315057 -1.491300 -0.140393 0.1 0.1 0.0 -0.614
C -1.520159 -0.066996 -0.651578 0.1 -0.2 -0.2 -0.524
C 1.845692 0.509117 1.105961 0.3 0.3 0.7 -0.287
C -0.943114 0.963221 0.259342 -0.3 -0.1 0.0 0.484
N 1.935479 -0.008631 -0.067372 -0.2 0.7 0.1 0.380
O 1.959239 0.875580 -1.154195 0.4 -0.2 -0.4 -0.558
O 1.991837 -1.189660 -0.361407 0.1 -0.6 -0.4 -0.463
O -0.325454 1.935669 -0.097857 -0.1 0.4 0.0 -0.586
H -1.847958 -2.188653 -0.778508 -0.1 -0.1 0.0 0.221
H -0.261993 -1.760916 -0.164529 0.1 0.0 0.0 0.240
H -1.684930 -1.597006 0.876573 -0.1 -0.1 0.1 0.201
H -2.593549 0.145579 -0.704348 0.0 0.1 0.0 0.235
H -1.103105 0.052513 -1.653638 0.0 0.1 0.1 0.232
H 1.835805 -0.151798 1.950471 0.0 -0.3 0.0 0.214
H 1.834256 1.573294 1.233650 0.0 0.1 -0.2 0.213
H -1.144290 0.790299 1.335829 0.0 0.1 0.0 0.112
H 1.337293 1.609694 -0.987996 -0.2 -0.3 0.4 0.501

17
Properties=species:S:1:pos:R:3:forces:R:3:nbo_charge:R:1 method="wB97M-V/def2-TZVPD" fmax_ev_per_a=4.29 smiles="C[C@@H](O)[C@@H](N)C(=O)O" e_above_lowest_kcal_mol=53.5 charge=0 total_energy_ha=-438.2438 homo_lumo_gap_ev=9.84
O 2.347399 -0.487108 1.048801 -0.1 0.6 -0.5 -0.593
C 1.343570 0.183121 0.899261 2.2 -2.7 0.3 0.769
O 0.691761 0.619999 1.964415 -1.9 1.5 0.0 -0.704
C 0.773652 0.457564 -0.487968 -3.5 2.0 1.6 -0.157
C -0.389471 -0.531174 -0.954487 2.2 -3.1 -0.6 0.110
C -0.784541 -1.588245 0.093115 -3.0 0.3 0.2 -0.656
O -1.601544 -0.119548 -1.517067 -0.3 0.9 -0.3 -0.718
N 0.038140 1.726953 -0.360826 -0.7 1.4 -1.0 -0.873
H 1.177757 0.757004 2.786595 0.6 -0.7 -0.4 0.514
H 1.618293 0.506774 -1.175015 -0.3 0.0 0.0 0.232
H 0.093663 -1.156658 -1.779084 -0.4 1.0 0.9 0.172
H -0.283812 -1.600947 1.052281 0.8 -0.6 -0.3 0.222
H -0.947107 -2.540405 -0.453890 0.6 0.3 0.9 0.227
H -1.863335 -1.339979 0.429893 1.5 -0.1 -0.6 0.221
H -1.780979 0.824343 -1.521055 0.5 0.2 0.0 0.485
H 0.520749 2.533629 0.015437 0.1 -0.4 -0.1 0.375
H -0.954193 1.754683 -0.040412 1.6 -0.6 -0.1 0.375

17
Properties=species:S:1:pos:R:3:forces:R:3:nbo_charge:R:1 method="wB97M-V/def2-TZVPD" fmax_ev_per_a=3.67 smiles="[H]/N=C/OC(C)=O.CO" e_above_lowest_kcal_mol=68.9 charge=0 total_energy_ha=-438.2192 homo_lumo_gap_ev=10.20
C 0.303390 1.442044 -0.658522 0.2 1.2 0.4 0.522
C -2.040184 -0.373845 0.656792 -0.1 0.3 0.5 -0.241
C 1.931179 -1.670442 0.267281 -0.1 0.0 0.0 -0.721
C 1.183604 -0.743322 -0.642339 0.2 -0.1 -0.4 0.809
N -0.035135 2.483958 0.039609 1.3 -0.3 -0.7 -0.802
O 0.985154 0.467696 -0.008076 -0.5 0.1 0.1 -0.516
O -1.741961 0.797498 -0.052643 0.5 2.0 0.6 -0.796
O 0.841202 -0.959783 -1.767498 0.0 0.1 0.3 -0.549
H 0.177863 1.286309 -1.728818 0.2 0.1 0.1 0.200
H -1.277865 1.788209 0.430167 -1.3 -3.3 -0.7 0.499
H -0.293875 3.264058 -0.555203 -0.2 -0.2 -0.2 0.370
H -2.887790 -0.230653 1.336418 0.1 -0.1 0.0 0.169
H -1.183673 -0.733576 1.246691 -0.1 0.0 0.0 0.142
H -2.310498 -1.160537 -0.052914 0.0 0.1 -0.1 0.179
H 1.387234 -1.780827 1.206446 0.0 0.0 0.0 0.246
H 2.053190 -2.635203 -0.217549 0.0 0.1 0.0 0.241
H 2.908162 -1.241583 0.500159 -0.1 0.0 0.0 0.248